DFT (the ωB97M-V functional and the def2-TZVPD basis) results for a structure of composition C17H19HgN4P.

The geometry in XYZ format:
```
42
Properties=species:S:1:pos:R:3:nbo_charge:R:1
Hg 0.192 0.895 -0.789 0.570
N 2.637 0.412 2.019 -0.928
P 2.445 0.002 0.399 1.139
C 2.383 -1.797 0.305 -0.337
C 1.306 -2.430 -0.306 -0.221
C 1.270 -3.814 -0.390 -0.199
C 2.311 -4.562 0.138 -0.172
C 3.392 -3.934 0.747 -0.203
C 3.433 -2.552 0.830 -0.200
C 4.033 0.497 -0.286 -0.338
C 4.633 -0.268 -1.286 -0.213
C 5.838 0.137 -1.838 -0.194
C 6.433 1.319 -1.421 -0.172
C 5.818 2.109 -0.459 -0.194
C 4.616 1.707 0.101 -0.230
C 1.536 0.434 2.881 0.372
C 1.651 0.891 4.194 -0.276
C 0.514 0.905 4.971 -0.126
C -0.692 0.461 4.436 -0.277
C -0.692 0.012 3.133 0.060
N 0.398 -0.003 2.357 -0.513
H 3.504 0.811 2.343 0.429
H 0.490 -1.848 -0.720 0.220
H 0.430 -4.305 -0.864 0.229
H 2.284 -5.643 0.076 0.230
H 4.201 -4.522 1.158 0.231
H 4.284 -2.062 1.287 0.221
H 4.171 -1.191 -1.616 0.230
H 6.313 -0.471 -2.596 0.232
H 7.375 1.631 -1.854 0.231
H 6.269 3.043 -0.154 0.231
H 4.134 2.343 0.834 0.216
H 2.605 1.223 4.583 0.228
H 0.564 1.258 5.993 0.234
H -1.604 0.479 5.015 0.237
H -1.605 -0.350 2.673 0.188
N -1.992 -1.818 -0.347 -0.676
N -2.284 -0.430 -0.511 -0.693
H -2.834 -2.382 -0.344 0.352
H -1.501 -1.947 0.527 0.357
H -2.928 -0.071 0.188 0.352
H -2.701 -0.296 -1.423 0.373
```

Computed properties:
- Total energy: -37355.0250 eV
- 2S+1: 2
- Frontier orbital gap (alpha / beta): 7.91 / 6.89 eV
- F_max: 0.4 eV/Å
- Total charge: +1
- <S²>: 0.758
- E_HOMO (alpha / beta): -0.3841 / -0.4305 hartree


DFT (the ωB97M-V functional and the def2-TZVPD basis) results for a structure of composition C18H13BCl2N10O2PdS2.

The geometry in XYZ format:
```
49
Properties=species:S:1:pos:R:3:nbo_charge:R:1
Pd -0.374 -0.910 -0.969 1.174
C -3.284 2.095 0.619 -0.324
C -2.914 1.168 -0.352 -0.016
N -1.694 0.716 -0.091 -0.285
N -1.244 1.329 1.014 -0.336
C -2.194 2.168 1.464 0.035
B 0.215 1.191 1.529 0.917
N 1.147 1.540 0.358 -0.350
C 2.218 2.349 0.303 0.047
C 2.649 2.407 -1.009 -0.320
C 1.777 1.573 -1.708 -0.010
N 0.887 1.063 -0.869 -0.257
N 0.468 -0.269 1.941 -0.326
C 1.165 -0.751 2.983 0.043
C 1.141 -2.131 2.924 -0.315
C 0.401 -2.422 1.783 -0.004
N 0.004 -1.290 1.206 -0.248
N 0.406 2.130 2.695 -0.390
C -0.051 2.008 3.965 -0.062
C 0.180 3.201 4.615 -0.325
C 0.779 4.025 3.648 -0.035
N 0.867 3.369 2.518 -0.286
H -4.208 2.629 0.691 0.254
H -3.468 0.836 -1.208 0.221
H -2.062 2.759 2.347 0.248
H 2.602 2.835 1.176 0.264
H 3.473 2.962 -1.404 0.250
H 1.749 1.358 -2.759 0.234
H 1.635 -0.098 3.690 0.253
H 1.600 -2.825 3.597 0.259
H 0.109 -3.380 1.393 0.226
H -0.503 1.102 4.323 0.222
H -0.065 3.457 5.624 0.241
H 1.110 5.039 3.724 0.225
S -0.346 -3.583 -1.238 0.331
C -1.487 -3.942 -2.445 -0.204
C -1.451 -5.260 -2.953 0.167
N -1.388 -6.331 -3.352 -0.100
C -2.437 -3.031 -2.906 -0.242
S -2.569 -1.429 -2.360 0.312
C -3.408 -3.437 -3.850 0.172
N -4.210 -3.747 -4.606 -0.120
Cl 2.427 -0.152 -5.104 0.033
C 2.281 -1.618 -4.133 -0.322
Cl 1.571 -2.945 -5.067 0.021
C 1.320 -1.340 -2.955 0.747
O 1.735 -1.558 -1.806 -0.648
O 0.176 -0.942 -3.221 -0.628
H 3.264 -1.920 -3.765 0.260
```

Computed properties:
- Total energy: -88734.4790 eV
- Energy relative to the best compared isomer or geometry (same formula, charge and spin): 0.00 kcal/mol
- 2S+1: 2
- Frontier orbital gap (alpha / beta): 4.62 / 4.66 eV
- F_max: 4.6 eV/Å
- Total charge: +1
- <S²>: 0.804
- E_HOMO (alpha / beta): -0.4429 / -0.4429 hartree


> What is the F_max in the first record?

0.4 eV/Å


> Which of these has the lowest F_max?

C17H19HgN4P